C57H62N2O2P2S2TeZn | ωB97M-V with the def2-TZVPD basis set

Output
HOMO (spin up / spin down) ... -0.1568 / -0.1566 Ha
Total energy ... -163153.7565 eV
Molar mass ... 1126.207 g/mol
2S+1 ... 2
Relative energy (zero: lowest compared OMol25 entry of this formula, charge and spin) ... 0.051 eV
Expectation value of S² ... 0.761
Charge ... -1
Lowest unoccupied orbital energy (spin up / spin down) ... 0.082 / 0.044 hartree
Kohn-Sham gap (spin up / spin down) ... 6.49 / 5.47 eV

Structure (XYZ):
```
129
Properties=species:S:1:pos:R:3:forces:R:3
Zn 2.517 -1.642 -0.047 0.249 0.058 0.158
C 4.216 -5.450 1.941 0.012 0.006 -0.006
C 3.513 -4.369 1.155 -0.029 -0.052 -0.001
S 3.522 -2.818 1.811 -0.098 -0.020 -0.022
C 2.893 -4.729 -0.056 -0.070 0.051 -0.049
C 3.003 -6.159 -0.524 -0.015 -0.006 0.018
S 2.008 -3.690 -1.054 0.050 -0.121 0.025
H 4.682 -5.030 2.828 -0.001 -0.003 0.002
H 4.988 -5.938 1.340 -0.002 0.000 -0.001
H 3.510 -6.228 2.251 0.003 0.004 -0.002
H 4.041 -6.410 -0.760 0.007 0.009 -0.004
H 2.401 -6.311 -1.417 0.004 -0.003 -0.003
H 2.664 -6.856 0.245 0.004 -0.001 -0.006
C 0.790 -0.350 3.460 -0.004 0.002 -0.011
N -0.227 0.094 2.530 -0.003 -0.007 0.036
C -0.931 1.313 2.865 -0.006 0.002 0.023
C -0.234 -0.369 1.274 0.038 0.008 0.024
O 0.451 -1.306 0.874 -0.023 -0.038 -0.041
H 1.550 0.429 3.578 0.012 -0.005 -0.002
H 1.267 -1.246 3.071 -0.006 -0.008 0.008
H 0.341 -0.561 4.433 -0.002 0.009 0.001
H -0.231 2.147 2.980 -0.019 -0.010 0.002
H -1.492 1.179 3.793 0.000 -0.002 0.002
H -1.628 1.562 2.066 -0.005 -0.002 -0.001
H -0.955 0.140 0.621 -0.045 -0.037 0.018
C -0.603 7.595 3.598 0.001 -0.008 -0.011
C -0.002 6.396 2.913 -0.005 0.005 0.007
C 1.204 5.855 3.328 0.003 -0.001 0.007
C 1.771 4.748 2.694 0.002 0.009 -0.011
C 3.091 4.235 3.219 -0.011 0.004 -0.001
C 1.127 4.144 1.602 0.015 0.036 -0.017
Te 2.015 2.277 0.759 0.071 -0.122 -0.063
N 2.927 0.231 -0.324 -0.017 0.094 -0.147
C 4.111 0.042 -0.845 -0.039 0.039 0.016
O 4.609 -1.105 -1.110 -0.092 0.075 0.064
C 4.989 1.230 -1.155 0.004 -0.027 -0.006
C 4.873 1.915 -2.359 -0.011 0.008 -0.006
C 5.711 2.983 -2.650 0.026 -0.007 -0.001
C 6.676 3.385 -1.736 -0.001 -0.003 0.002
C 6.791 2.712 -0.526 -0.009 0.000 0.013
C 5.954 1.644 -0.239 0.012 -0.004 -0.001
C 1.949 3.082 -1.205 -0.005 0.016 0.002
C 2.691 4.229 -1.507 -0.013 -0.010 -0.010
C 3.600 4.892 -0.509 0.012 -0.003 -0.004
C 2.635 4.756 -2.797 -0.011 0.000 -0.001
C 1.890 4.163 -3.801 -0.004 0.010 -0.010
C 1.849 4.739 -5.192 0.004 -0.003 0.009
C 1.180 3.010 -3.489 0.002 -0.011 0.009
C 1.191 2.462 -2.212 -0.009 0.006 0.005
C 0.387 1.218 -1.962 0.002 0.009 -0.010
C -0.104 4.685 1.190 0.027 0.007 0.001
C -0.881 4.090 0.046 0.003 0.011 -0.005
C -0.644 5.792 1.840 -0.022 -0.006 0.010
H 0.019 7.921 4.432 -0.002 0.002 0.002
H -1.599 7.371 3.987 0.000 0.002 0.001
H -0.705 8.434 2.907 0.000 0.003 0.002
H 1.727 6.307 4.167 -0.001 0.001 0.001
H 3.475 4.894 3.999 0.000 -0.002 0.001
H 3.830 4.162 2.420 0.006 -0.006 0.006
H 2.994 3.232 3.641 0.007 -0.007 0.001
H 4.107 1.617 -3.066 0.002 0.000 -0.002
H 5.599 3.512 -3.589 -0.001 -0.002 0.000
H 7.326 4.222 -1.961 0.002 0.000 0.000
H 7.536 3.023 0.198 0.000 0.000 -0.001
H 6.044 1.116 0.703 0.001 -0.004 -0.004
H 4.270 4.153 -0.064 0.000 0.003 0.000
H 3.034 5.360 0.299 -0.005 0.001 0.010
H 4.206 5.655 -0.999 -0.006 0.004 0.001
H 3.221 5.642 -3.023 0.000 0.002 -0.001
H 2.534 5.582 -5.287 0.001 0.001 -0.001
H 0.846 5.091 -5.444 0.001 0.001 -0.003
H 2.128 3.990 -5.935 0.001 0.001 -0.002
H 0.598 2.518 -4.264 0.000 0.000 0.001
H -0.092 0.877 -2.882 -0.002 0.008 0.002
H -0.394 1.404 -1.221 -0.013 -0.007 0.020
H 1.035 0.432 -1.568 -0.004 -0.002 0.004
H -0.915 3.002 0.137 0.000 -0.022 -0.010
H -0.411 4.306 -0.914 0.002 0.003 -0.005
H -1.901 4.480 0.025 0.001 -0.003 -0.004
H -1.596 6.191 1.499 0.000 0.001 -0.001
C -3.917 -3.857 0.078 0.001 -0.007 0.036
P -2.209 -3.129 0.138 -0.006 0.029 -0.112
C -1.751 -3.147 -1.644 -0.053 -0.052 0.044
C -0.811 -2.206 -2.057 0.036 0.044 0.000
C -0.386 -2.155 -3.377 0.005 -0.016 -0.010
C -0.912 -3.038 -4.307 0.015 0.009 -0.001
C -1.861 -3.972 -3.913 -0.015 -0.017 0.003
C -2.274 -4.027 -2.589 0.011 0.006 -0.021
C -1.251 -4.567 0.771 -0.002 0.020 0.018
C -1.315 -5.854 0.240 0.011 -0.015 -0.006
C -0.547 -6.876 0.772 -0.002 0.000 -0.004
C 0.305 -6.623 1.842 0.000 0.006 0.013
C 0.393 -5.343 2.365 0.003 0.014 -0.007
C -0.383 -4.321 1.831 -0.006 -0.004 -0.013
P -5.071 -2.872 -0.988 -0.001 0.014 0.005
C -6.647 -3.029 -0.059 0.013 -0.006 -0.003
C -6.948 -4.143 0.721 0.004 -0.010 0.007
C -8.193 -4.276 1.324 -0.006 -0.002 0.001
C -9.158 -3.296 1.157 0.003 -0.004 -0.002
C -8.873 -2.184 0.374 0.002 0.006 0.003
C -7.634 -2.056 -0.231 0.005 -0.001 0.000
C -4.579 -1.160 -0.545 -0.001 -0.011 0.003
C -4.778 -0.605 0.720 -0.010 0.003 -0.004
C -4.322 0.670 1.007 0.006 -0.008 0.009
C -3.652 1.407 0.035 0.003 0.003 0.011
C -3.440 0.862 -1.222 0.001 -0.002 -0.009
C -3.910 -0.414 -1.511 0.000 -0.001 -0.009
H -4.261 -3.866 1.116 0.004 0.016 -0.003
H -3.922 -4.888 -0.284 0.017 -0.012 0.017
H -0.392 -1.525 -1.326 0.010 0.030 0.003
H 0.366 -1.432 -3.669 -0.004 0.005 0.001
H -0.582 -3.002 -5.338 0.000 0.001 0.000
H -2.280 -4.660 -4.636 -0.002 0.000 0.002
H -3.021 -4.759 -2.306 -0.010 0.007 -0.001
H -1.955 -6.060 -0.610 0.000 0.003 0.007
H -0.603 -7.871 0.347 0.000 0.000 -0.001
H 0.907 -7.423 2.256 0.002 0.000 -0.001
H 1.077 -5.126 3.177 0.005 -0.007 0.000
H -0.291 -3.314 2.217 0.004 0.009 0.007
H -6.208 -4.921 0.866 -0.013 0.004 -0.004
H -8.403 -5.148 1.930 -0.001 -0.001 0.000
H -10.126 -3.396 1.632 -0.001 0.000 -0.001
H -9.620 -1.411 0.236 0.000 0.000 0.001
H -7.423 -1.183 -0.837 0.002 0.004 -0.003
H -5.291 -1.178 1.483 -0.004 -0.001 0.001
H -4.481 1.091 1.992 0.002 0.001 -0.001
H -3.290 2.403 0.260 0.000 -0.001 0.002
H -2.905 1.427 -1.975 -0.001 0.001 -0.002
H -3.738 -0.844 -2.491 0.000 0.002 -0.001
```
Forces are in eV/Å.